1.
This record from OMol25 describes 18 unconnected molecules or ions with the total composition H35O18 at a distorted geometry. The level of theory is ωB97M-V/def2-TZVPD.

Calculated values
* relative energy (zero: lowest compared OMol25 entry of this formula, charge and spin): 4.458 eV
* calculated total energy: -37418.720 eV
* net charge: -2
* 2S+1: 2

Geometry (Å):
1 O 2.413739 0.577131 -0.985638
2 O -5.376696 -1.133220 1.609159
3 O -2.760871 -2.574698 -4.325655
4 O -2.580625 1.328803 -1.697775
5 O 1.129289 1.898721 -5.028815
6 O -0.795472 -1.673270 -0.123435
7 O 0.225349 0.336142 1.468261
8 O -0.568249 -1.596814 -2.846913
9 O 0.483343 0.364856 5.638557
10 O -0.534364 -4.208642 -1.635042
11 O -1.334625 4.635459 2.866857
12 O 2.694658 -0.167899 -4.244244
13 O 2.195861 0.960792 2.911215
14 O -2.386515 0.081891 1.642677
15 O 4.567717 -0.104018 1.439372
16 O 2.583315 5.098812 -0.485641
17 O 1.664012 -1.877035 1.942636
18 O -2.548232 -2.960183 0.816431
19 H 0.440816 -1.850918 -3.122541
20 H -2.453691 -2.487747 -3.448185
21 H -4.668380 -0.584414 1.757957
22 H -5.458532 -1.215580 0.597053
23 H 1.795361 -0.156598 -1.064230
24 H -1.930070 -2.721958 1.628470
25 H -2.855045 -3.705213 1.377727
26 H -1.361756 4.106104 3.519634
27 H -0.716539 4.139193 2.242677
28 H -0.520723 -1.226563 -1.900556
29 H -2.631954 0.562623 0.749443
30 H 1.059348 -1.058638 1.978508
31 H 0.919212 1.194946 5.981387
32 H -1.381693 0.178394 1.535356
33 H 3.030021 -0.159480 -3.361404
34 H 4.093105 0.606180 1.759890
35 H 1.906296 0.927461 3.800222
36 H -0.380104 -3.382126 -1.122653
37 H 1.901663 -2.178533 1.120287
38 H 2.286733 4.556379 -1.069603
39 H -0.271671 -1.911601 0.642631
40 H 1.274739 -0.233309 5.480322
41 H 0.752873 1.086738 -4.620299
42 H -0.273831 0.853395 2.145358
43 H 2.468894 1.093648 -0.193585
44 H -2.768878 0.960284 -0.810500
45 H 4.267856 -0.438886 0.691346
46 H 3.063457 0.538971 -4.747693
47 H -1.861416 1.963467 -1.356381
48 H -1.453096 -0.963697 0.191628
49 H 0.307904 -4.303997 -2.167347
50 H -2.157361 -2.236637 -4.882704
51 H 1.884029 5.666424 -0.272023
52 H 1.333326 0.910961 2.224630
53 H 1.287474 2.483902 -4.246834

Atomic forces in eV per Å
1.3 -0.4 -2.3
-3.4 -2.3 -2.9
-4.5 -2.4 1.1
1.5 1.2 1.6
-0.3 0.3 1.0
-0.6 1.6 -0.7
-0.8 1.0 1.2
3.8 0.1 0.1
2.3 0.3 0.5
2.0 -0.1 -0.4
1.8 4.9 -8.6
-0.7 -1.7 -0.5
-0.1 0.7 -2.4
-0.3 1.4 -3.0
4.9 -0.2 4.3
4.6 4.4 5.3
-1.5 0.8 3.9
1.2 -1.2 4.6
-3.7 1.1 1.2
1.0 0.3 1.4
3.0 2.0 0.4
0.5 0.2 2.5
-0.4 0.6 1.2
-1.3 0.5 -2.8
-1.0 -0.2 -1.2
-0.6 -6.0 7.8
-1.2 1.1 0.8
0.1 -0.9 -1.6
0.2 -1.1 2.8
0.9 -0.6 -1.0
-0.8 -1.2 -0.6
-0.5 -0.4 0.3
0.5 0.5 0.9
-2.3 2.0 0.9
-0.8 0.0 1.0
-0.7 -0.5 -0.4
0.6 -0.4 -3.1
-3.0 -5.7 -5.9
0.3 0.5 0.4
-1.5 0.9 0.1
0.4 0.7 -0.3
0.8 -0.2 -0.4
-1.0 -0.3 1.0
-0.5 -0.2 -0.9
-2.6 -1.9 -5.1
0.3 0.9 -0.2
-1.0 -0.8 -1.2
1.5 -1.8 -0.4
-1.6 0.2 0.9
3.4 2.0 -2.5
-1.6 1.2 0.6
1.6 -0.6 1.3
-0.3 -0.7 -0.9


2.
This record from OMol25 describes a molecular structure, C49H40N7SV at a distorted geometry. The level of theory is ωB97M-V/def2-TZVPD.

Calculated values
* relative energy (zero: lowest compared OMol25 entry of this formula, charge and spin): 1.019 eV
* calculated total energy: -98408.685 eV
* 2S+1: 3

Geometry (Å):
1 V 11.954052 16.167851 14.663954
2 S 14.992990 13.153224 12.447412
3 N 11.824486 16.959715 16.645853
4 N 15.446372 16.742414 14.853165
5 N 13.029960 16.143537 16.417465
6 N 11.839892 18.303016 14.227872
7 N 12.701390 16.069196 12.850089
8 N 12.749962 14.726480 13.345579
9 N 10.816738 14.690535 15.456147
10 C 11.350019 18.563766 12.986014
11 C 9.886823 17.835668 11.197637
12 C 14.858791 14.738910 17.203341
13 C 13.386646 15.031356 17.310336
14 C 8.908065 15.542722 18.588881
15 C 11.801654 20.565543 13.917666
16 C 6.549391 15.918873 19.008755
17 C 16.296634 19.801683 17.172771
18 C 12.324380 10.560436 13.944995
19 C 10.041320 18.005007 9.818552
20 C 10.390553 10.800052 12.530990
21 C 16.203414 20.314402 14.859963
22 C 13.557653 13.670101 12.845325
23 C 11.258811 11.330726 13.471308
24 C 11.927710 19.595727 17.180727
25 C 10.828609 13.341326 14.908885
26 C 6.763027 15.642959 20.372385
27 C 10.543140 9.506834 12.097444
28 C 10.022259 15.592811 17.566865
29 C 10.161845 14.643943 16.681129
30 C 8.057884 15.439926 20.805592
31 C 9.649668 13.299644 16.845883
32 C 16.249904 15.509258 15.177751
33 C 11.313306 19.941232 12.734198
34 C 11.668635 8.790138 12.527757
35 C 15.456538 14.381488 15.833994
36 C 14.823480 20.205014 14.915831
37 C 11.418163 13.860699 11.501013
38 C 10.137401 12.497093 15.891710
39 C 12.539927 9.275214 13.510677
40 C 10.451317 17.884981 18.336238
41 C 11.150172 15.176443 11.238278
42 C 9.159184 15.364313 19.930270
43 C 16.961035 20.184210 15.992651
44 C 7.738728 18.511575 9.641263
45 C 11.364965 12.791895 13.816202
46 C 8.621249 17.877916 11.738020
47 C 7.553588 18.193741 10.938712
48 C 10.799286 16.811020 17.574962
49 C 12.079650 13.573561 12.755578
50 C 14.912988 19.709140 17.184652
51 C 11.580841 16.280355 12.070342
52 C 10.990600 17.508236 12.074904
53 C 12.053191 19.507579 14.803569
54 C 7.642359 15.959714 18.141891
55 C 12.711159 19.715414 16.154470
56 C 14.180966 19.882175 16.075896
57 C 8.950055 18.334821 9.039100
58 C 10.993288 19.266617 18.024355
59 H 13.183689 15.327497 18.337982
60 H 5.603119 16.210686 18.623782
61 H 6.531797 18.165644 11.223740
62 H 12.154225 17.914052 16.659370
63 H 7.602704 16.113913 17.092333
64 H 8.978611 18.568550 8.003694
65 H 11.086893 12.998621 10.919048
66 H 11.034700 17.942810 9.454860
67 H 15.418693 15.565733 17.666047
68 H 13.063224 11.051608 14.564988
69 H 6.924006 18.548993 8.968440
70 H 13.352473 8.711237 13.939574
71 H 8.530003 17.581571 12.744935
72 H 16.824302 15.108755 14.311368
73 H 10.111226 15.144863 20.338937
74 H 14.235405 20.303259 14.040433
75 H 8.278222 15.298410 21.852978
76 H 16.189153 13.577839 15.925623
77 H 9.589935 11.392773 12.135098
78 H 17.058170 15.898185 15.856465
79 H 9.976565 11.449222 15.796786
80 H 5.961716 15.808140 21.106082
81 H 15.008680 16.766836 13.912902
82 H 13.837394 16.797551 16.241870
83 H 16.644238 20.456561 13.872490
84 H 15.088868 13.868582 17.823232
85 H 11.984860 21.576904 14.116292
86 H 9.987257 9.107057 11.265870
87 H 9.552480 17.824992 18.895470
88 H 12.709792 14.193831 17.076349
89 H 11.110362 20.476808 11.811111
90 H 9.013855 13.058846 17.759933
91 H 14.433760 19.470137 18.103569
92 H 17.959609 20.397651 15.911072
93 H 16.969368 19.577633 18.056740
94 H 10.414055 20.098911 18.438714
95 H 16.045048 17.569161 14.952809
96 H 14.654415 13.921616 15.202251
97 H 11.909237 7.767628 12.226037
98 H 10.507189 15.380851 10.398697

Atomic forces in eV per Å
0.2 0.9 -0.1
0.4 0.1 0.0
1.0 -0.5 -0.9
0.3 -0.3 -0.1
0.2 0.8 -0.2
-0.2 -0.5 0.7
1.3 -0.2 1.2
1.2 0.2 0.1
0.6 -1.3 -1.1
0.3 0.8 -0.7
-0.6 -0.4 -1.4
1.0 -0.6 0.2
-0.9 0.2 0.1
0.9 0.8 -0.7
-0.6 -2.6 -0.4
1.2 0.3 0.2
1.9 0.2 0.5
0.1 0.5 0.0
-0.1 0.4 0.7
-0.4 0.3 0.4
-0.6 0.2 -1.1
-1.3 0.6 -0.1
1.1 0.6 0.4
0.3 0.2 0.6
-0.2 0.9 1.9
-0.2 1.0 -0.4
1.8 -0.8 -0.5
-0.4 2.1 2.8
0.3 -2.3 -3.1
0.8 -0.5 0.1
-1.2 -1.0 1.9
0.4 1.2 -0.6
0.5 0.4 0.7
0.3 -1.1 0.9
-0.4 0.0 -0.4
0.5 -0.3 -0.8
-0.7 1.5 -0.9
-0.8 1.0 0.3
-1.0 0.3 -0.5
1.5 1.2 -1.7
-0.6 -2.3 -0.4
-2.2 -0.1 0.3
-2.5 -0.7 0.7
0.0 -1.0 -1.4
-0.5 -0.2 -1.3
0.0 0.1 -0.3
-0.6 0.1 0.8
-0.7 -0.3 1.0
0.4 -0.4 1.4
2.2 -0.6 2.2
-0.5 0.3 -0.7
0.7 -0.6 0.3
0.5 1.6 0.1
0.3 -1.7 1.2
-0.1 -0.2 -2.3
-1.5 0.5 -0.1
0.9 0.6 0.3
-1.3 -0.6 1.1
-0.1 0.1 0.2
-0.8 0.0 -0.1
-0.6 -0.1 1.0
0.0 -0.1 -0.1
-0.6 0.4 -0.7
0.6 -0.2 -0.8
0.0 0.6 -0.1
0.7 -0.1 -0.6
-0.1 0.0 -0.2
-0.1 -0.1 0.3
-1.1 0.7 -0.3
0.1 -0.3 -0.3
-0.4 -0.1 1.2
-0.6 0.2 0.3
0.9 -0.1 0.1
-0.3 0.1 -0.8
-0.2 0.0 0.2
0.0 -0.1 0.3
-0.3 0.3 -0.1
-0.8 -0.7 -0.2
0.0 -0.5 -0.1
0.3 -0.5 -0.4
0.5 -0.3 0.8
-0.5 -0.6 0.3
0.1 0.3 0.4
-0.4 0.1 0.3
0.1 1.2 0.2
-0.5 -0.1 0.1
-0.4 0.2 0.5
0.5 0.1 0.0
-0.3 -0.4 0.1
1.0 0.0 -1.5
-0.4 -0.3 0.7
2.5 0.1 0.3
-1.3 0.4 -0.9
0.1 -0.3 0.1
-0.4 -0.4 -0.2
0.6 0.7 0.2
-0.6 0.3 -0.4
0.0 0.2 -0.2


3.
This record from OMol25 describes a molecular structure, C15H24BiI2N2O3S2Tm at a distorted geometry. The level of theory is ωB97M-V/def2-TZVPD.

Calculated values
* calculated total energy: -98263.828 eV
* net charge: +4
* 2S+1: 3

Geometry (Å):
1 Bi -0.584331 0.587888 -0.404244
2 Tm 0.148326 -2.314102 -1.200631
3 I 3.481861 1.110435 -2.147288
4 I 3.425830 -1.733234 -2.733488
5 S 0.337692 -0.277244 -2.679561
6 S 1.749694 -0.893236 0.064368
7 O -0.442584 -5.051046 1.155762
8 O -2.766349 3.077718 -1.411060
9 O -2.487418 -4.203950 -3.008161
10 N -0.272561 2.954020 3.456540
11 N -0.053763 1.900673 1.548104
12 C -2.616298 -0.340087 -3.363458
13 C -0.744150 1.981743 2.681240
14 C -1.042606 1.273158 -4.447296
15 C 0.957343 2.869989 1.621645
16 C 2.453356 -0.208815 2.611357
17 C -0.942730 -1.206443 -4.991455
18 C 2.521429 -2.669049 2.045813
19 C -0.807939 3.374365 4.741339
20 C -0.371542 -4.156155 0.460687
21 C -1.755695 -3.561055 -2.372519
22 C -1.243696 -0.144162 -3.963089
23 C 0.820726 3.531680 2.803463
24 C -2.044235 2.188432 -1.205193
25 C 1.721744 -1.383424 2.016928
26 C 0.376427 -1.575434 2.681774
27 H -2.856496 0.380626 -2.568905
28 H -0.010702 1.432033 -4.760644
29 H -1.583263 -1.116648 -5.882382
30 H -3.372493 -0.191233 -4.163331
31 H -1.252348 1.993949 -3.653535
32 H -2.793827 -1.351338 -2.962194
33 H 2.732306 -0.340744 3.662848
34 H -1.610334 1.411307 2.924861
35 H -0.062053 3.245908 5.535863
36 H 0.517370 -1.799562 3.762499
37 H 1.962627 -3.502510 1.600672
38 H 2.824658 -2.968685 3.063525
39 H -0.269877 -0.689158 2.655212
40 H 1.391467 4.325540 3.220803
41 H -1.104816 4.430427 4.708639
42 H -0.220884 -2.411333 2.283282
43 H -1.681598 2.763387 4.970505
44 H -1.688345 1.513796 -5.300951
45 H 3.359965 0.010779 2.056433
46 H -1.084810 -2.215662 -4.589418
47 H 1.828149 0.675594 2.535923
48 H 3.426140 -2.548777 1.448879
49 H 1.635745 2.965369 0.808870
50 H 0.094887 -1.145729 -5.319030

Atomic forces in eV per Å
1.0 -1.8 2.9
1.7 -1.5 -0.6
0.4 -1.7 -0.6
0.2 1.3 0.0
-1.8 1.4 -0.8
-1.3 0.4 2.0
0.1 2.5 -1.9
3.6 -4.7 1.1
3.7 3.3 3.4
1.0 0.0 -1.1
0.8 0.3 -1.5
-0.3 -0.3 0.5
-0.5 0.6 0.2
0.3 0.3 -0.2
-0.8 -0.2 0.3
0.3 0.6 0.0
0.7 -0.4 0.0
0.4 -0.3 -0.5
-0.3 0.2 1.0
-0.3 -3.1 2.3
-4.2 -3.8 -3.6
-0.2 0.4 -0.4
-0.7 -1.0 -0.4
-4.6 7.0 -1.9
0.3 -0.3 0.6
-0.9 0.0 0.0
0.0 -0.1 -0.2
-0.1 0.1 -0.2
0.1 0.2 0.3
0.4 0.0 0.4
-0.1 0.0 -0.1
0.1 0.3 -0.2
-0.2 -0.3 -0.1
-0.4 -0.3 0.2
-0.1 0.0 -0.3
0.2 0.1 -0.6
0.0 0.0 0.2
-0.3 0.3 -0.3
0.2 0.0 0.0
0.3 0.4 0.3
0.1 -0.3 -0.2
0.3 0.1 0.1
0.1 0.1 0.0
0.0 -0.2 0.2
0.3 -0.1 0.0
-0.1 0.1 -0.1
0.0 0.1 0.2
0.2 -0.1 0.2
0.5 0.3 -0.2
0.0 0.1 -0.2